[1]
DFT (the ωB97M-V functional and the def2-TZVPD basis) results for a structure of composition C34H31CdN4O7P2.

ORCA input file:
```
! wB97M-V def2-TZVPD RIJCOSX def2/J DEFGRID3
* xyz 1 1
Cd 0.7965 -1.1444 -0.1088
N -2.0821 -0.2785 -1.0150
P -1.7689 -1.2361 0.3475
C -2.1381 -0.2185 1.7964
C -3.4403 0.2232 2.0357
C -3.6894 1.1068 3.0715
C -2.6441 1.5439 3.8805
C -1.3525 1.0915 3.6600
C -1.0983 0.2088 2.6175
C -3.0922 -2.4633 0.3270
C -3.3183 -3.2045 1.4878
C -4.3209 -4.1586 1.5146
C -5.1008 -4.3777 0.3847
C -4.8684 -3.6518 -0.7743
C -3.8564 -2.7008 -0.8107
P -0.7545 0.5022 -1.7564
C -1.5131 1.0602 -3.3151
C -1.3219 2.3561 -3.7870
C -1.9155 2.7534 -4.9775
C -2.6981 1.8635 -5.7001
C -2.8743 0.5635 -5.2427
C -2.2761 0.1589 -4.0592
C -0.4782 2.0316 -0.8071
C 0.8043 2.5796 -0.8070
C 1.0686 3.7426 -0.0952
C 0.0589 4.3485 0.6398
C -1.2195 3.8021 0.6522
C -1.4904 2.6532 -0.0761
H -3.0013 0.1374 -1.1241
H -4.2587 -0.1249 1.4143
H -4.6986 1.4519 3.2562
H -2.8437 2.2319 4.6926
H -0.5432 1.4186 4.3003
H -0.0914 -0.1621 2.4614
H -2.7206 -3.0232 2.3745
H -4.4975 -4.7315 2.4156
H -5.8901 -5.1180 0.4083
H -5.4726 -3.8268 -1.6552
H -3.6663 -2.1498 -1.7229
H -0.7246 3.0619 -3.2225
H -1.7716 3.7648 -5.3364
H -3.1708 2.1817 -6.6209
H -3.4749 -0.1357 -5.8110
H -2.4032 -0.8607 -3.7121
H 1.6034 2.0842 -1.3463
H 2.0645 4.1680 -0.0951
H 0.2748 5.2460 1.2064
H -2.0061 4.2666 1.2334
H -2.4906 2.2352 -0.0582
C 2.7875 -3.2239 -4.8748
N 2.4354 -3.4527 -3.4676
C 2.7172 -4.7306 -2.8080
C 1.8605 -2.4965 -2.7700
O 1.5353 -2.6315 -1.5757
H 3.2566 -4.1197 -5.2651
H 3.4906 -2.3989 -4.9725
H 1.9018 -3.0132 -5.4712
H 3.2384 -5.3785 -3.5042
H 1.7912 -5.2071 -2.4911
H 3.3354 -4.5710 -1.9269
H 1.6797 -1.5631 -3.3130
O 1.9717 -1.3073 1.9119
C 2.5718 -0.2663 1.5453
O 2.4107 0.2324 0.3847
C 3.4529 0.4711 2.4913
C 4.1662 -0.1947 3.4743
C 4.9708 0.5455 4.3169
C 5.0763 1.9185 4.2352
C 4.3313 2.5452 3.2580
C 3.5311 1.8507 2.3766
N 4.3994 4.0178 3.1407
O 3.5895 4.5527 2.4085
O 5.2284 4.5926 3.8068
N 5.7520 -0.1632 5.3563
O 5.6795 -1.3733 5.3713
O 6.4152 0.5126 6.1103
H 4.1010 -1.2667 3.5915
H 5.7139 2.4726 4.9070
H 2.9763 2.3757 1.6125
*
```

LUMO (eV): -2.713
HOMO (eV): -11.4
Frontier orbital gap (eV): 8.66

[2]
DFT (the ωB97M-V functional and the def2-TZVPD basis) results for a structure of composition C34H31F9N7O6S3 at a distorted geometry.

ORCA input file:
```
! wB97M-V def2-TZVPD RIJCOSX def2/J DEFGRID3
* xyz -1 1
O 7.3670 -2.9877 3.5410
S 6.0300 -3.3708 3.1710
O 5.3765 -4.0252 4.2805
N 5.2417 -1.9742 2.7976
S 4.3973 -2.0774 1.4438
O 4.4051 -3.3467 0.7517
O 4.8066 -1.0365 0.5569
S 2.3790 -1.4537 1.9305
O 1.4977 -1.4903 0.8022
O 2.5052 -0.0888 2.3458
C 1.6502 -2.3358 3.4198
F 2.5333 -2.4671 4.3800
F 0.7383 -1.4838 3.8942
C 0.8757 -3.6594 3.1388
F -0.1097 -3.4523 2.2714
F 0.2627 -3.9657 4.2947
C 1.7357 -4.9039 2.7272
F 3.0274 -4.7696 2.9772
F 1.3105 -5.9362 3.4779
C 1.5647 -5.3739 1.2428
F 1.5812 -4.3967 0.3701
F 2.6152 -6.1505 0.9690
F 0.4922 -6.1269 1.0777
H 6.1789 -4.1901 2.0939
N 3.6834 3.9239 1.3746
C 2.9847 2.7844 1.3660
C 1.6929 2.6785 0.8728
C 1.0878 3.8136 0.3619
C 1.7934 5.0073 0.3617
C 3.0810 5.0063 0.8761
H 3.4932 1.9213 1.7744
H 1.1775 1.7273 0.8899
H 0.0808 3.7679 -0.0314
H 1.3533 5.9149 -0.0291
H 3.6734 5.9164 0.8941
N -0.4784 7.7625 -0.2927
C -1.7711 7.4403 -0.2458
C -2.6279 7.5206 -1.3332
C -2.1137 7.9649 -2.5389
C -0.7735 8.3069 -2.6105
C -0.0037 8.1857 -1.4639
H -2.1290 7.0999 0.7200
H -3.6691 7.2419 -1.2389
H -2.7498 8.0424 -3.4125
H -0.3334 8.6580 -3.5343
H 1.0519 8.4371 -1.4735
N -1.0713 2.3652 -1.5437
C -2.3417 2.0833 -1.8365
C -2.7376 0.9678 -2.5572
C -1.7594 0.0943 -3.0032
C -0.4338 0.3696 -2.7116
C -0.1451 1.5121 -1.9811
H -3.0722 2.7969 -1.4679
H -3.7845 0.7870 -2.7633
H -2.0293 -0.7882 -3.5692
H 0.3603 -0.2867 -3.0408
H 0.8781 1.7662 -1.7250
N -5.7937 6.3994 -2.5906
C -6.4829 5.2588 -2.5947
C -7.7740 5.1401 -3.0851
C -8.3869 6.2709 -3.5977
C -7.6893 7.4671 -3.6014
C -6.4011 7.4758 -3.0898
H -5.9635 4.4012 -2.1809
H -8.2844 4.1869 -3.0651
H -9.3954 6.2208 -3.9894
H -8.1326 8.3729 -3.9922
H -5.8147 8.3888 -3.0747
N 4.4737 -8.1006 4.8770
C 5.0873 -6.9318 5.0902
C 6.0865 -6.7491 6.0347
C 6.4689 -7.8345 6.8035
C 5.8437 -9.0555 6.5998
C 4.8593 -9.1331 5.6280
H 4.7570 -6.1099 4.4713
H 6.5485 -5.7792 6.1596
H 7.2449 -7.7320 7.5527
H 6.1142 -9.9276 7.1810
H 4.3450 -10.0687 5.4309
N -3.4732 -2.5026 -4.0714
C -4.7422 -2.7848 -4.3661
C -5.1374 -3.9006 -5.0867
C -4.1588 -4.7739 -5.5312
C -2.8341 -4.4997 -5.2380
C -2.5475 -3.3572 -4.5073
H -5.4733 -2.0717 -3.9999
H -6.1838 -4.0797 -5.2938
H -4.4254 -5.6570 -6.0984
H -2.0401 -5.1561 -5.5668
H -1.5238 -3.1038 -4.2507
*
```

LUMO (eV): 1.729
HOMO (eV): -6.7
Frontier orbital gap (eV): 8.46

[3]
DFT (the ωB97M-V functional and the def2-TZVPD basis) results for a structure of composition C34H31IrN4PS at a distorted geometry.

ORCA input file:
```
! wB97M-V def2-TZVPD RIJCOSX def2/J DEFGRID3
* xyz 1 1
Ir -0.3948 0.5813 -1.7167
N -3.0749 -2.7325 -2.3460
C -2.0574 -1.8782 -2.1645
S -2.4309 -0.1655 -2.4182
N -0.8960 -2.4017 -1.8504
N 0.0656 -1.4499 -1.6414
C 1.3036 -1.7841 -1.5764
C 1.8059 -3.1722 -1.6615
C 1.2379 -4.1811 -0.8893
C 1.7110 -5.4794 -0.9831
C 2.7477 -5.7855 -1.8548
C 3.3136 -4.7860 -2.6331
C 2.8450 -3.4846 -2.5352
C 2.2375 -0.6190 -1.4809
C 3.5976 -0.7488 -1.2739
C 4.4005 0.3837 -1.2397
C 3.8206 1.6271 -1.4077
C 2.4462 1.6960 -1.5618
N 1.6760 0.6047 -1.5788
H -3.9527 -2.3983 -2.7015
H -2.8912 -3.7217 -2.3291
H 0.4334 -3.9455 -0.2041
H 1.2676 -6.2555 -0.3738
H 3.1076 -6.8025 -1.9341
H 4.1150 -5.0177 -3.3214
H 3.2632 -2.7182 -3.1771
H 4.0168 -1.7336 -1.1282
H 5.4667 0.2900 -1.0839
H 4.4069 2.5344 -1.4010
H 1.9266 2.6405 -1.6613
C 2.1276 -0.0426 1.5993
C 1.0671 0.3434 2.5727
C 1.3057 0.1604 3.9325
C 0.3573 0.4871 4.8853
C -0.8640 1.0054 4.4909
C -1.1310 1.1763 3.1438
C -0.1708 0.8593 2.1759
P -0.7652 1.2050 0.4745
C -2.5170 0.7680 0.6134
C -3.4721 1.7501 0.3725
C -4.8212 1.4299 0.3811
C -5.2081 0.1252 0.6424
C -4.2516 -0.8460 0.9054
C -2.8943 -0.5501 0.8932
C -1.8959 -1.6347 1.2066
C -0.5524 3.0018 0.3365
C -0.1866 3.8150 1.4099
C 0.1733 5.1347 1.1851
C 0.2025 5.6249 -0.1150
C -0.1516 4.8089 -1.1803
C -0.5495 3.4943 -0.9643
C -1.0113 2.5729 -2.0354
H 3.0831 -0.1910 2.1000
H 2.2584 0.7248 0.8416
H 1.8597 -0.9784 1.1059
H 2.2586 -0.2491 4.2443
H 0.5691 0.3331 5.9352
H -1.6115 1.2748 5.2246
H -2.0930 1.5686 2.8424
H -3.1591 2.7680 0.1726
H -5.5601 2.1930 0.1776
H -6.2578 -0.1374 0.6537
H -4.5629 -1.8604 1.1258
H -2.2912 -2.6097 0.9229
H -1.6725 -1.6562 2.2761
H -0.9508 -1.4949 0.6788
H -0.1678 3.4217 2.4172
H 0.4514 5.7672 2.0169
H 0.5034 6.6482 -0.2992
H -0.1356 5.1955 -2.1926
H -0.7200 2.9409 -3.0238
H -2.1067 2.5560 -2.0176
*
```

LUMO (eV): -3.936
HOMO (eV): -10.8
Frontier orbital gap (eV): 6.85

[4]
DFT (the ωB97M-V functional and the def2-TZVPD basis) results for a structure of composition C34H31N2OS2Tc at a distorted geometry.

ORCA input file:
```
! wB97M-V def2-TZVPD RIJCOSX def2/J DEFGRID3
* xyz 3 4
Tc -0.5267 -0.5279 -0.1819
S 1.3949 1.1208 3.3858
C 0.7155 -0.3995 3.9172
C 0.8569 -1.0214 5.1537
C 0.1972 -2.2183 5.3453
C -0.5880 -2.7857 4.3328
C -0.7232 -2.1688 3.1062
C -0.0571 -0.9663 2.9067
N -0.0436 -0.1795 1.7453
C 0.6617 0.9403 1.8739
C 0.5703 1.9046 0.7795
C -0.8145 2.5473 0.6370
C -0.5602 3.8695 -0.0499
C -0.3756 3.6325 -1.5705
C 0.1407 2.1665 -1.6274
C -0.4046 1.4986 -0.3352
H 1.4537 -0.5803 5.9413
H 0.2833 -2.7219 6.2987
H -1.0988 -3.7199 4.5239
H -1.3490 -2.5865 2.3247
H -1.5600 2.4105 1.4096
H -1.2171 4.6857 0.2334
H -1.1932 3.8287 -2.2596
H -0.1169 1.6615 -2.5595
O 1.4201 -0.4648 -0.8621
S 2.3048 0.5212 -1.7024
C 3.8942 0.4803 -0.9600
C 4.9718 0.4897 -1.8398
C 6.2560 0.4838 -1.3149
C 6.4411 0.4418 0.0595
C 5.3502 0.4033 0.9257
C 4.0633 0.4245 0.4210
C 1.6759 2.2098 -1.3640
C 1.6342 2.7727 0.0965
C 0.9649 4.1817 -0.0234
C 0.8352 4.6205 -1.5193
C 1.9930 4.3247 -2.4005
C 2.4377 3.0799 -2.3257
H 4.8144 0.4972 -2.9123
H 7.1085 0.4946 -1.9805
H 7.4446 0.4255 0.4643
H 5.5094 0.3542 1.9949
H 3.2085 0.3695 1.0848
H 2.6069 2.7973 0.5826
H 1.3567 4.8975 0.6946
H 0.4869 5.6476 -1.5831
H 2.4353 5.0773 -3.0409
H 3.2848 2.7048 -2.8881
C -1.9538 -4.3621 -0.5372
N -2.5341 -3.9960 -1.8627
C -3.9498 -4.4830 -1.9779
C -2.3679 -2.5192 -2.1930
C -3.1395 -1.5792 -1.2938
C -4.4920 -1.3931 -1.5594
C -5.2804 -0.5973 -0.7375
C -4.7185 0.0240 0.3703
C -3.3621 -0.1068 0.6152
C -2.5390 -0.8787 -0.2177
H -2.0740 -5.4306 -0.3797
H -2.4893 -3.8139 0.2344
H -0.8929 -4.1157 -0.5264
H -2.0040 -4.4960 -2.5787
H -4.5566 -3.9971 -1.2199
H -3.9514 -5.5584 -1.8208
H -4.3279 -4.2587 -2.9727
H -2.6846 -2.4122 -3.2292
H -1.2867 -2.3481 -2.1629
H -4.9441 -1.8712 -2.4217
H -6.3310 -0.4667 -0.9622
H -5.3318 0.6266 1.0281
H -2.9324 0.4084 1.4675
*
```

LUMO (alpha / beta) (eV): -9.930 / -10.237
HOMO (alpha / beta) (eV): -16.8 / -16.9
Frontier orbital gap (alpha / beta) (eV): 6.87 / 6.62

[5]
DFT (the ωB97M-V functional and the def2-TZVPD basis) results for a structure of composition C34H31N6OPPd.

ORCA input file:
```
! wB97M-V def2-TZVPD RIJCOSX def2/J DEFGRID3
* xyz 0 1
Pd -0.1299 0.2973 -1.1092
C -0.2163 0.3385 4.9495
C -0.0490 1.3150 3.9768
C -0.3673 1.0396 2.6582
C -0.8806 -0.2073 2.3042
C -1.0590 -1.1782 3.2816
C -0.7183 -0.9053 4.5996
P -1.4026 -0.3697 0.5741
C -1.9883 -2.0642 0.2900
C -1.2846 -3.1830 0.7297
C -1.7136 -4.4552 0.3842
C -2.8366 -4.6226 -0.4116
C -3.5324 -3.5119 -0.8659
C -3.1105 -2.2384 -0.5196
C -2.8613 0.6994 0.4900
C -4.0004 0.6039 1.2439
C -5.0014 1.5832 1.1039
C -4.8210 2.6425 0.2551
C -3.6380 2.7840 -0.5064
C -3.3868 3.9009 -1.3382
C -2.1923 3.9898 -1.9883
C -1.2123 2.9728 -1.8880
C -1.4139 1.8410 -1.1341
C -2.6489 1.7775 -0.4027
H 0.0437 0.5487 5.9794
H 0.3401 2.2895 4.2451
H -0.2233 1.7970 1.8937
H -1.4719 -2.1455 3.0280
H -0.8533 -1.6694 5.3545
H -0.3793 -3.0656 1.3087
H -1.1563 -5.3173 0.7281
H -3.1658 -5.6175 -0.6834
H -4.4049 -3.6346 -1.4952
H -3.6565 -1.3778 -0.8844
H -4.1337 -0.2144 1.9417
H -5.9121 1.5026 1.6841
H -5.5875 3.4043 0.1673
H -4.1354 4.6790 -1.4292
H -1.9776 4.8540 -2.6063
H -0.2876 3.1202 -2.4351
N 0.4446 1.1215 -5.2261
C 1.5631 1.8120 -4.8197
C 1.6581 1.6015 -3.4794
N 0.6246 0.7922 -3.0749
C -0.0923 0.5262 -4.1431
H 0.0850 1.0643 -6.1609
H 2.1826 2.3595 -5.5073
H 2.3983 1.9445 -2.7781
H -0.9699 -0.0981 -4.1601
C 4.7763 -0.3399 1.3824
C 3.9088 0.9115 1.5823
C 4.7801 2.1739 1.6178
C 3.0810 0.7928 2.8653
C 2.9979 1.0088 0.4329
N 2.2767 1.0297 -0.4613
H 5.4524 -0.4408 2.2335
H 5.3721 -0.2673 0.4722
H 4.1538 -1.2308 1.3233
H 5.4188 2.1379 2.5019
H 4.1660 3.0735 1.6745
H 5.4165 2.2412 0.7351
H 3.7672 0.6794 3.7069
H 2.4125 -0.0673 2.8232
H 2.4847 1.6896 3.0266
N 1.4095 -3.0224 -3.5660
C 1.1271 -2.4863 -2.3417
O 0.0073 -1.9511 -2.1485
C 2.1377 -2.5885 -1.3311
C 3.4136 -3.1071 -1.6209
N 4.4587 -3.5068 -1.9175
C 1.8317 -2.1521 -0.0382
N 1.5702 -1.7774 1.0274
H 0.7685 -2.8107 -4.3070
H 2.3436 -3.3165 -3.7973
*
```

LUMO (eV): 0.264
HOMO (eV): -7.3
Frontier orbital gap (eV): 7.60

[6]
DFT (the ωB97M-V functional and the def2-TZVPD basis) results for a structure of composition C34H32F3N3O4ReS.

ORCA input file:
```
! wB97M-V def2-TZVPD RIJCOSX def2/J DEFGRID3
* xyz 0 2
Re 0.7477 -0.6863 -2.6066
C 3.9789 2.2586 2.8911
C 2.4996 1.8496 2.9467
C 1.6287 3.0944 3.1707
C 2.2909 0.8953 4.1222
C 2.1228 1.2109 1.6205
C 2.1834 1.9692 0.4238
C 1.8224 1.4273 -0.7683
N 1.3943 0.1322 -0.8897
C 1.3580 -0.6296 0.2521
C 1.7142 -0.0936 1.4953
C 0.8572 -1.9599 0.0573
C 0.6758 -2.9073 1.0734
C 0.1433 -4.1432 0.7939
C -0.1837 -4.4111 -0.5537
C -0.0019 -3.4558 -1.5100
N 0.5097 -2.2348 -1.2243
C -0.1209 -5.1929 1.8627
C -1.6121 -5.5599 1.8407
C 0.7198 -6.4390 1.5523
C 0.2337 -4.6899 3.2620
H 4.2663 2.7366 3.8293
H 4.1711 2.9651 2.0825
H 4.6191 1.3876 2.7396
H 1.8980 3.5631 4.1189
H 0.5721 2.8267 3.2105
H 1.7686 3.8359 2.3830
H 2.5663 1.4003 5.0488
H 2.9157 0.0034 4.0367
H 1.2463 0.5895 4.2124
H 2.5094 2.9998 0.4364
H 1.8361 1.9905 -1.6884
H 1.6426 -0.7295 2.3647
H 0.9364 -2.6389 2.0853
H -0.5989 -5.3638 -0.8501
H -0.2732 -3.6200 -2.5440
H -1.9182 -5.9748 0.8799
H -2.2312 -4.6846 2.0460
H -1.8188 -6.3076 2.6081
H 0.4777 -6.8546 0.5735
H 0.5299 -7.2103 2.3007
H 1.7850 -6.2023 1.5670
H -0.3447 -3.8039 3.5341
H 1.2961 -4.4528 3.3490
H 0.0103 -5.4683 3.9924
O -2.9433 -2.4355 -2.7731
C -2.1567 -1.6094 -2.3745
O -1.1712 -1.1138 -3.0893
C -2.2267 -1.0790 -0.9577
C -2.5999 -1.9575 0.0528
C -2.4348 -1.5974 1.3792
C -1.9451 -0.3338 1.6614
C -1.6814 0.6015 0.6765
C -1.8186 0.2154 -0.6474
N -1.6191 0.0015 3.0551
O -1.5757 -0.9105 3.8595
O -1.3770 1.1622 3.3212
H -2.9633 -2.9397 -0.2186
H -2.6518 -2.2796 2.1878
H -1.3305 1.5874 0.9465
H -1.5734 0.9101 -1.4418
F -2.0634 8.2466 -4.3810
C -2.1950 7.3250 -5.3565
F -3.4904 7.3019 -5.7051
F -1.5077 7.7950 -6.4167
C -1.6895 5.9812 -4.9200
C -2.5122 4.8663 -4.9358
C -2.0136 3.6390 -4.5308
C -0.6912 3.5180 -4.0999
C 0.1259 4.6533 -4.0900
C -0.3683 5.8754 -4.5010
C -0.1865 2.2470 -3.6736
C 0.2142 1.1503 -3.3352
H -3.5373 4.9542 -5.2669
H -2.6425 2.7594 -4.5492
H 1.1527 4.5615 -3.7626
H 0.2677 6.7512 -4.4954
S 2.3818 -1.2690 -3.7464
*
```

LUMO (alpha / beta) (eV): -1.032 / -1.590
HOMO (alpha / beta) (eV): -6.5 / -8.1
Frontier orbital gap (alpha / beta) (eV): 5.52 / 6.49

- What is the formula in the sixth record?
  C34H32F3N3O4ReS